(1)
A 4-piece molecular cluster, C18H20BrCl2FN3O2PS overall. Source: the Open Molecules 2025 dataset; level of theory: wB97M-V/def2-TZVPD.

Each line ends with the Löwdin charge.
Geometry (Å):
C (0.3245, 0.5080, 0.0823)  -0.11
C (-1.0839, 0.8485, -0.1780)  -0.78
Cl (-1.4712, 1.3500, -1.7821)  0.74
C (-2.0760, 0.8449, 0.7147)  -1.00
Cl (-1.8378, 0.4159, 2.3684)  0.68
P (-3.7736, 1.3225, 0.3197)  0.44
Br (-3.4764, 3.3720, 1.4121)  0.19
S (-4.2742, -0.6374, -0.6888)  0.46
O (-3.1634, -1.3615, -1.2116)  -0.33
O (-5.2851, -0.2894, -1.6408)  -0.35
F (-5.0104, -1.5092, 0.4104)  -0.22
H (0.4200, -0.0623, 0.9931)  0.05
H (0.9071, 1.4130, 0.2090)  0.09
H (0.7242, -0.0938, -0.7226)  0.09
H (-4.7955, 1.0484, 1.2269)  0.00
H (-4.1522, 1.9902, -0.8527)  -0.03
C (5.1053, 0.7627, 3.7336)  -0.08
C (4.7701, 2.0361, 3.3028)  -0.08
C (3.9123, 2.1588, 2.2210)  -0.16
N (3.3932, 1.1206, 1.5675)  0.05
C (3.7272, -0.0996, 1.9940)  -0.15
C (4.5737, -0.3293, 3.0679)  -0.07
H (5.7711, 0.6242, 4.5762)  0.10
H (5.1631, 2.9157, 3.7938)  0.10
H (3.6215, 3.1373, 1.8537)  0.10
H (3.2975, -0.9265, 1.4471)  0.07
H (4.8073, -1.3406, 3.3703)  0.09
C (-4.8051, 3.1373, -6.0177)  -0.08
C (-4.0025, 3.9845, -5.2708)  -0.07
C (-3.9965, 3.8380, -3.8931)  -0.16
N (-4.7241, 2.9296, -3.2453)  0.05
C (-5.4908, 2.1224, -3.9766)  -0.14
C (-5.5652, 2.1850, -5.3598)  -0.06
H (-4.8365, 3.2180, -7.0967)  0.10
H (-3.3933, 4.7419, -5.7442)  0.10
H (-3.3807, 4.4772, -3.2697)  0.10
H (-6.0667, 1.3924, -3.4198)  0.09
H (-6.2025, 1.5028, -5.9044)  0.10
C (3.9433, -5.9260, 2.3092)  -0.08
C (5.0511, -5.2361, 1.8447)  -0.07
C (4.8877, -3.9158, 1.4558)  -0.15
N (3.7233, -3.2711, 1.5005)  0.05
C (2.6689, -3.9502, 1.9483)  -0.15
C (2.7242, -5.2714, 2.3639)  -0.07
H (4.0289, -6.9582, 2.6234)  0.11
H (6.0213, -5.7094, 1.7845)  0.10
H (5.7289, -3.3374, 1.0882)  0.11
H (1.7333, -3.4009, 1.9721)  0.11
H (1.8347, -5.7720, 2.7200)  0.10

Values from the calculation:
SMILES: C/C(Cl)=C(\Cl)[PH2](Br)S(=O)(=O)F.c1ccncc1.c1ccncc1.c1ccncc1
lowest unoccupied orbital energy: 0.017 Eh
HOMO-LUMO gap: 9.98 eV
maximum force: 0.0354 hartree/bohr
spin multiplicity: 1

***

(2)
A 2-piece molecular cluster, C8H8O2 overall. Source: the Open Molecules 2025 dataset; level of theory: wB97M-V/def2-TZVPD.

Each line ends with the Löwdin charge.
Geometry (Å):
C (1.3588, 1.5064, -2.3655)  0.08
C (-1.6995, -2.6091, 1.4100)  -0.09
C (1.9335, 1.0738, -1.1613)  -0.01
C (-1.9824, -1.5120, 2.1351)  0.12
C (-0.5540, 0.1216, -0.5510)  -0.18
C (-0.8382, 0.2388, 0.8799)  -0.18
C (0.9542, 0.5099, -0.2227)  -0.27
C (0.5218, 0.7144, 1.1724)  -0.16
O (-1.3121, 1.1325, -0.1058)  0.07
O (1.4619, -0.3113, 0.9043)  0.04
H (1.8532, 2.0875, -3.0675)  0.03
H (0.3114, 1.4834, -2.3719)  0.04
H (-2.0514, -3.5674, 1.7429)  0.05
H (-1.2681, -2.7055, 0.4410)  0.05
H (2.9604, 1.0975, -0.9382)  0.09
H (0.7255, 1.5211, 1.9253)  0.18
H (-0.7675, -0.5283, -1.3483)  0.15
H (-1.6075, -0.2533, 1.5214)  0.00

Values from the calculation:
lowest unoccupied orbital energy: -0.010 Eh
HOMO-LUMO gap: 8.92 eV
maximum force: 0.1019 hartree/bohr
spin multiplicity: 1
energy above the lowest of the compared OMol25 structures with the same formula, charge and spin: 832.2 kJ/mol

***

(3)
The molecule C2H4N2O2. Source: the Open Molecules 2025 dataset; level of theory: wB97M-V/def2-TZVPD.

Each line ends with the Löwdin charge.
Geometry (Å):
N (-1.3158, -1.2380, 0.2292)  0.15
C (-0.3060, -0.3785, 0.5989)  -0.59
O (0.0259, -0.1714, 1.7461)  0.07
N (0.3332, 0.2190, -0.4929)  0.12
C (1.3392, 1.1598, -0.3461)  -0.30
O (1.9858, 1.5599, -1.2833)  0.05
H (-1.8815, -0.9756, -0.5625)  0.10
H (-1.8499, -1.5839, 1.0102)  0.11
H (0.2397, -0.1708, -1.4221)  0.15
H (1.4592, 1.4924, 0.6978)  0.14

Values from the calculation:
SMILES: NC(=O)NC=O
lowest unoccupied orbital energy: 0.022 Eh
HOMO-LUMO gap: 10.95 eV
maximum force: 0.0074 hartree/bohr
spin multiplicity: 1
energy above the lowest of the compared OMol25 structures with the same formula, charge and spin: 19.6 kJ/mol

***

(4)
C30H31MoN2O3 as an isolated structure. Source: the Open Molecules 2025 dataset; level of theory: wB97M-V/def2-TZVPD.

Each line ends with the Mulliken spin population.
Geometry (Å):
Mo (-0.3512, 0.0895, 0.0313)  1.78
C (-2.2674, 0.9209, 0.3899)  -0.09
C (-1.4289, 1.5240, 1.3921)  -0.04
C (-0.4512, 2.2746, 0.7261)  0.23
H (-1.6080, 1.4992, 2.4601)  0.00
C (-0.6741, 2.2445, -0.7123)  -0.10
C (-1.8371, 1.3582, -0.8743)  -0.07
H (-2.2999, 1.1431, -1.8331)  0.01
H (-3.1592, 0.3289, 0.5797)  0.01
H (0.3473, 2.8691, 1.2041)  0.04
H (-0.2027, 2.7851, -1.4430)  0.01
C (-0.5109, -2.6067, -0.5848)  0.14
C (-1.3434, -1.5855, -1.2267)  -0.04
C (-0.4444, -0.8087, -2.0494)  0.01
H (-2.3984, -1.5162, -1.1900)  0.00
C (0.8848, -1.3462, -1.8735)  0.08
C (0.8301, -2.4277, -0.9505)  0.02
H (1.6606, -3.0273, -0.6864)  -0.01
H (-0.9276, -3.4587, -0.0261)  0.03
H (-0.7271, -0.0883, -2.8132)  0.00
H (1.7265, -1.1679, -2.5557)  0.02
O (1.8977, 0.5285, -1.1897)  -0.10
C (3.0594, 1.3517, -2.0845)  0.00
C (3.7874, 1.6052, -0.7921)  0.02
C (2.3102, 2.3827, -2.8245)  0.01
C (3.7890, 0.4025, -3.0032)  0.00
C (2.9172, 0.6419, -0.1103)  0.01
H (3.6454, 2.6242, -0.4776)  0.00
H (4.8637, 1.3545, -0.8223)  0.00
H (3.4050, -0.3800, -0.0638)  0.00
H (2.4781, 0.9111, 0.9204)  -0.01
H (2.9703, 3.2007, -3.1045)  0.00
H (1.4735, 2.7691, -2.2432)  0.00
H (1.9132, 1.9417, -3.7265)  0.00
H (4.7231, 0.8853, -3.3759)  0.00
H (3.1926, 0.1492, -3.8895)  0.00
H (4.0752, -0.5380, -2.4895)  0.00
O (1.7435, -1.6885, 1.7968)  0.00
C (0.6198, -1.7589, 2.2768)  -0.05
N (0.2128, -2.5661, 3.3386)  0.01
C (-1.2108, -2.4484, 3.6413)  -0.01
C (-1.6075, -1.3737, 2.6162)  0.03
O (-2.7390, -0.8789, 2.5537)  0.01
N (-0.5094, -1.0729, 1.8835)  0.07
C (-1.9304, -3.7959, 3.4300)  0.00
C (-2.6783, -4.0102, 2.2814)  0.00
C (-3.4264, -5.1788, 2.1341)  0.00
C (-3.4181, -6.1519, 3.1389)  0.00
C (-2.6175, -5.9572, 4.2735)  0.00
C (-1.8649, -4.7762, 4.4097)  0.00
C (-1.4387, -1.8769, 5.0391)  0.00
C (-2.6476, -2.0756, 5.7064)  0.00
C (-2.8748, -1.5023, 6.9744)  0.00
C (-1.8808, -0.7035, 7.5716)  0.00
C (-0.6664, -0.5047, 6.8905)  0.00
C (-0.4573, -1.1009, 5.6304)  0.00
H (0.8361, -3.2538, 3.6803)  0.00
H (-2.7397, -3.2350, 1.4890)  0.00
H (-4.0280, -5.3267, 1.2340)  0.00
H (-4.0170, -7.0827, 3.0308)  0.00
H (-2.5826, -6.7165, 5.0553)  0.00
H (-1.2596, -4.6362, 5.3067)  0.00
H (-3.4553, -2.6758, 5.2659)  0.00
H (-3.8231, -1.6624, 7.5090)  0.00
H (-2.0482, -0.2275, 8.5511)  0.00
H (0.1210, 0.1115, 7.3242)  0.00
H (0.4931, -0.9503, 5.1104)  0.00

Values from the calculation:
lowest unoccupied orbital energy (alpha / beta): 0.103 / 0.102 Eh
expectation value of S²: 2.019
HOMO-LUMO gap (alpha / beta): 4.42 / 4.63 eV
maximum force: 0.1063 hartree/bohr
spin multiplicity: 3
total charge: -1

***

(5)
A 7-piece molecular cluster, C10H34N6O7 overall. Source: the Open Molecules 2025 dataset; level of theory: wB97M-V/def2-TZVPD.

Each line ends with the Löwdin charge.
Geometry (Å):
N (0.2139, -1.0853, -2.6678)  0.18
C (-0.0796, -1.6952, -1.5683)  -0.67
N (0.9164, -2.1499, -0.9696)  0.11
O (-1.3591, -1.7781, -1.0289)  -0.08
H (-0.5074, -0.5562, -3.0983)  0.11
H (1.0336, -1.2388, -3.3058)  0.15
H (0.8821, -2.5696, -0.0019)  0.06
H (1.8135, -2.4198, -1.5168)  0.18
N (1.4547, 4.4469, -2.8829)  0.12
C (1.0417, 4.3387, -1.6551)  -0.61
N (1.4437, 3.1739, -1.1937)  0.17
O (0.0026, 5.1289, -1.1945)  -0.13
H (0.8983, 5.0845, -3.4917)  0.14
H (2.0720, 3.7010, -3.2525)  0.12
H (1.0974, 3.0326, -0.2201)  0.12
H (2.1067, 2.5345, -1.4981)  0.06
N (0.8544, -3.6808, 1.2517)  0.12
C (1.8347, -3.1353, 1.9461)  -0.57
N (2.9185, -3.2002, 1.2282)  0.16
O (1.7273, -2.5785, 3.2594)  -0.12
H (-0.0304, -3.6266, 1.6686)  0.12
H (0.9883, -4.3863, 0.4627)  0.18
H (3.7345, -2.7230, 1.6426)  0.14
H (3.0752, -3.5664, 0.3134)  0.11
C (-4.1839, -1.1359, 1.5707)  -0.10
C (-4.9522, -2.1319, 2.3102)  -0.37
O (-4.8235, -3.4042, 1.7387)  -0.09
H (-3.1145, -1.2266, 1.8529)  0.08
H (-4.4995, -0.1509, 1.8078)  0.06
H (-4.3283, -1.2156, 0.4922)  0.09
H (-5.9908, -1.8606, 2.1972)  0.10
H (-4.7977, -2.1743, 3.3871)  0.12
H (-5.3974, -3.4419, 0.9322)  0.11
C (-2.1299, 2.9987, -0.6087)  -0.06
C (-2.2159, 1.4628, -0.6245)  -0.35
O (-2.7873, 1.0325, -1.7935)  -0.08
H (-1.9662, 3.2175, -1.6887)  0.08
H (-1.4440, 3.4917, 0.0833)  0.06
H (-3.1515, 3.4170, -0.3653)  0.09
H (-2.6371, 1.0517, 0.1891)  0.06
H (-1.2155, 1.0434, -0.7746)  0.09
H (-2.1722, 1.1704, -2.5205)  0.07
C (4.0853, 1.4233, 0.4479)  -0.07
C (3.4987, 0.0888, 0.0026)  -0.29
O (2.3696, 0.1775, -0.8698)  -0.13
H (5.0300, 1.1749, 0.9732)  0.09
H (3.3968, 2.0443, 1.0234)  0.08
H (4.5628, 2.0542, -0.3052)  0.07
H (2.9802, -0.2729, 0.8907)  0.10
H (4.2835, -0.5627, -0.2666)  0.09
H (1.9129, -0.6858, -0.8179)  0.02
C (0.0113, 0.1015, 1.6916)  -0.14
O (0.5166, 1.1176, 0.8825)  -0.15
H (-0.0657, -0.8077, 1.1623)  0.04
H (-0.9422, 0.4601, 2.0038)  0.08
H (0.7809, -0.2012, 2.3831)  0.07
H (1.2536, 0.6932, 0.3860)  0.02

Values from the calculation:
SMILES: NC(N)=O.NC(N)=O.NC(N)=O.CCO.CCO.CCO.CO
lowest unoccupied orbital energy: -0.025 Eh
HOMO-LUMO gap: 8.21 eV
maximum force: 0.2153 hartree/bohr
spin multiplicity: 1
energy above the lowest of the compared OMol25 structures with the same formula, charge and spin: 248.8 kJ/mol